1.
13
Properties=species:S:1:pos:R:3:lowdin_charge:R:1 method="wB97M-V/def2-TZVPD" max_force_ev_per_a=6.7 homo_lumo_gap_ev=8.46 homo_ev=-8.72
C -0.9471 -0.0138 -0.3321 -0.4668
C -0.8833 0.9200 -1.4395 -0.0186
C 0.6037 0.9161 -1.5703 -0.1960
C 1.4372 -0.8860 1.9298 -0.0076
H -2.8789 -0.9966 -0.2975 0.3207
H -1.8519 1.6865 -1.7916 0.1709
H 1.1294 1.6465 -2.2962 0.1192
H 1.2832 -0.9251 3.1099 0.1074
H 2.3647 -0.8376 1.3492 0.0632
N 1.2665 0.2904 -0.6008 0.0390
N 0.2772 -0.4633 0.0538 -0.1386
N 0.1956 -1.0108 1.4305 0.0753
O -1.9963 -0.3264 0.4548 -0.0683

---

2.
14
Properties=species:S:1:pos:R:3:lowdin_charge:R:1 method="wB97M-V/def2-TZVPD" max_force_ev_per_a=3.6 homo_lumo_gap_ev="8.99 / 8.99" homo_ev="-8.39 / -8.39"
C 0.7332 0.1248 -1.8036 -0.0441
C 0.0033 0.4557 -0.5847 -0.1946
C 0.9766 -0.8150 1.3787 -0.1061
C -0.4034 -0.3202 1.7495 -0.1006
N 0.0014 0.3268 -2.8685 0.0399
N -1.2188 0.8509 -1.0259 -0.1938
N 0.3672 0.2621 0.6965 -0.0675
O -2.1808 1.3229 -0.4569 0.0248
O -1.1168 0.8740 -2.4587 0.0165
H 1.8098 -0.1101 -1.6573 0.1336
H 1.9309 -0.4040 2.0446 0.1654
H 1.0097 -1.8218 0.8640 0.1275
H -1.1351 -0.9639 1.4683 0.0693
H -0.7771 0.2179 2.6541 0.1298

---

3.
15
Properties=species:S:1:pos:R:3:lowdin_charge:R:1 method="wB97M-V/def2-TZVPD" max_force_ev_per_a=5.4 homo_lumo_gap_ev=10.12 homo_ev=-9.61
C -1.1724 -1.8793 -0.0518 -0.0643
N -1.0079 -0.4772 -0.2219 -0.0628
C 0.3530 0.1656 -0.1713 -0.5561
N 0.6772 1.1510 -0.8371 0.0605
C 1.9069 1.6634 -0.5299 -0.2148
C 2.5086 0.9193 0.4193 -0.4261
S 1.5476 -0.4055 1.0129 1.0236
N -2.0115 0.3669 0.1295 -0.4090
O -1.7938 1.5463 0.1045 0.0951
O -3.0682 -0.1904 0.4296 0.0398
H -0.6930 -2.4096 0.8865 0.1248
H -2.3118 -2.1485 -0.0357 0.1347
H -0.8112 -2.2671 -0.8866 0.0312
H 2.3454 2.6237 -0.8913 0.1274
H 3.5311 1.3414 0.6432 0.0960